C3H6ClP | wB97M-V/def2-TZVPD

```
11
Properties=species:S:1:pos:R:3:forces:R:3:lowdin_charge:R:1
C -1.122 0.103 0.247 -2.0034 -1.8172 -1.3396 -1.185
C 1.758 -0.362 -0.661 0.2631 -0.0058 2.8366 0.076
C -0.016 -0.171 0.988 1.6207 3.7841 -1.0722 -0.188
P -1.710 1.646 -0.002 -0.8609 2.0228 -0.6800 0.787
Cl -2.047 -1.277 -0.439 0.6269 0.2469 0.3038 0.500
H 1.786 0.732 -0.705 0.4128 -0.6312 0.0055 0.014
H 1.072 -0.851 -1.288 -0.4406 -0.6420 -0.8699 -0.027
H 2.464 -0.990 -0.008 -1.0657 1.3251 -1.3405 0.049
H 0.209 -1.050 1.407 0.6224 -3.2165 1.3796 0.021
H 0.424 0.742 1.422 -0.0574 -0.6912 -0.0089 0.073
H -2.819 1.479 -0.960 0.8822 -0.3749 0.7856 -0.121
```
Positions in Å, forces in eV/Å.

Its HOMO energy (spin up / spin down) is -8.4 / -8.2 eV. For the energy above the lowest of the compared OMol25 structures with the same formula, charge and spin, the calculation gives 349.0 kJ/mol. The value obtained for the gap between HOMO and LUMO (spin up / spin down) is 7.32 / 7.87 eV.



C3H6F2O7S2 | wB97M-V/def2-TZVPD

```
20
Properties=species:S:1:pos:R:3:forces:R:3:lowdin_charge:R:1
C -2.129 0.203 -2.171 -3.2592 1.8946 2.1761 0.000
C -0.041 0.964 1.162 0.4190 -0.9001 1.7662 -0.212
C 3.447 -0.328 -0.798 -0.4753 -0.1989 -0.5019 -0.608
O -2.097 -0.706 1.169 1.2024 1.2929 -1.8023 -0.283
O -2.581 1.555 0.524 0.5025 0.2813 -0.3294 -0.258
O 0.746 -1.315 0.076 -0.7965 -0.6080 -1.0597 -0.243
O 0.036 -1.279 2.396 4.6194 -0.6445 2.1251 -0.089
O 4.311 0.232 -0.242 -0.0908 -0.6224 -0.1455 0.218
O -1.214 0.291 -1.020 0.7008 -0.6326 -1.4111 -0.290
O 2.156 -0.324 1.745 -0.3813 0.2812 0.5165 -0.238
F 3.207 -1.606 -0.994 1.2135 -0.3211 0.6394 0.176
F 2.456 0.240 -1.452 -0.2785 1.2180 -0.1764 0.154
S -1.627 0.490 0.431 -2.9216 0.6319 2.5952 0.605
S 0.832 -0.591 1.281 2.1109 0.1903 0.1201 0.511
H -3.197 -0.092 -1.787 1.8861 1.0351 -0.5858 0.137
H -1.883 -0.598 -2.765 1.3684 -1.6659 -1.2254 0.056
H -2.136 1.185 -2.726 0.0557 -1.1428 0.8510 0.120
H 0.634 1.640 0.650 -0.4629 0.1916 -0.5648 0.105
H -0.069 1.264 2.283 -0.7531 -0.1979 -2.0136 0.153
H -0.852 -1.227 2.239 -4.6596 -0.0827 -0.9737 -0.014
```
Positions in Å, forces in eV/Å.

Its HOMO energy is -11.6 eV. For the energy above the lowest of the compared OMol25 structures with the same formula, charge and spin, the calculation gives 45.3 kJ/mol. The value obtained for the gap between HOMO and LUMO is 11.98 eV.



C3H6F3HgO | wB97M-V/def2-TZVPD

```
14
Properties=species:S:1:pos:R:3:forces:R:3:lowdin_charge:R:1
H -1.243 -1.041 -0.028 1.0517 0.3810 2.2910 0.144
C -0.568 -0.183 -0.163 0.6910 0.2891 -3.9951 -0.339
F 0.261 -0.913 -1.220 -1.4195 2.2728 1.4277 -0.152
F -1.455 0.717 -0.643 0.6863 -0.1985 -0.7869 0.090
F 0.330 0.603 0.463 -0.9833 -2.0880 0.3976 0.118
Hg 1.082 -3.520 0.117 -0.2570 0.2168 0.1025 0.625
C -2.335 -3.064 1.477 -0.2656 -0.7472 0.0408 -0.147
O -1.560 -1.944 1.794 1.0471 0.7651 -0.8319 -0.311
C -0.155 -2.170 1.734 -0.3460 -0.8894 3.1434 -0.371
H -3.389 -2.755 1.459 0.3326 -0.0527 0.0777 0.094
H -2.072 -3.484 0.487 -0.0283 0.1640 0.2639 0.069
H -2.197 -3.858 2.232 -0.0805 0.1335 -0.2235 0.092
H 0.448 -1.314 2.070 -0.5849 0.5400 -1.1176 0.048
H 0.038 -2.777 2.647 0.1564 -0.7864 -0.7896 0.040
```
Positions in Å, forces in eV/Å.

Its HOMO energy (spin up / spin down) is -7.8 / -9.6 eV. As for the spin multiplicity: 2. Its expectation value of S² is 0.765. The value obtained for the gap between HOMO and LUMO (spin up / spin down) is 8.17 / 8.29 eV.



C3H6F3O3P | wB97M-V/def2-TZVPD

```
16
Properties=species:S:1:pos:R:3:forces:R:3:lowdin_charge:R:1
C -0.632 -1.623 -0.900 0.1485 -2.0317 0.9993 -0.088
C -0.665 1.607 0.835 1.6152 0.4289 2.1666 -0.053
C 2.386 -0.011 1.126 1.2978 1.0747 1.6935 -0.562
O 0.562 -1.855 1.995 -0.2592 -1.9377 0.8949 -0.181
O 0.280 -0.709 -0.356 0.9232 1.3532 -0.0381 -0.233
O -0.178 0.595 1.763 0.4945 -2.0516 -0.6151 -0.239
F 3.173 -0.811 0.470 0.5794 -1.1305 -1.0439 0.150
F 2.956 0.032 2.421 -1.4168 0.3521 -1.6810 0.057
F 2.563 1.230 0.563 -0.6998 -0.8061 0.7195 0.089
P 0.631 -0.679 1.193 -0.1704 3.6821 -0.4977 0.532
H -1.651 -1.351 -0.931 -1.0023 1.5255 -0.5445 0.080
H -0.699 -2.335 -0.101 0.0199 -1.5866 -0.2189 0.073
H -0.301 -2.061 -1.841 0.2015 0.2619 0.2089 0.106
H 0.276 2.190 0.681 -1.4008 0.5083 -0.1324 0.097
H -1.450 2.032 1.497 0.4300 0.4500 -1.3663 0.112
H -0.942 1.161 -0.090 -0.7607 -0.0923 -0.5449 0.061
```
Positions in Å, forces in eV/Å.

Its HOMO energy is -11.6 eV. For the energy above the lowest of the compared OMol25 structures with the same formula, charge and spin, the calculation gives 12.5 kJ/mol. The value obtained for the gap between HOMO and LUMO is 12.28 eV.



- Number 4 is which compound?
  C3H6F3O3P